No. 1
Here is a 13-piece molecular cluster, C19H66N24O13 overall in a non-equilibrium geometry from OMol25. Energies are from ωB97M-V/def2-TZVPD.

Computed properties:
HOMO energy = -8.7 eV
relative energy (zero: lowest compared OMol25 entry of this formula, charge and spin) = 386.6 kJ/mol
HOMO-LUMO gap = 8.69 eV

Each line ends with the Löwdin charge.
Atoms and positions in Å:
C: -1.457 5.556 -1.438  -0.0573
C: -0.322 4.855 -0.719  -0.4689
C: -0.850 3.785 0.307  -0.1585
O: -1.711 4.294 1.371  -0.1567
C: -1.891 3.329 2.357  -0.1253
N: 0.644 4.339 -1.624  0.0565
H: -2.308 4.905 -1.639  0.0759
H: -1.065 5.887 -2.400  0.0701
H: -1.657 6.504 -0.938  0.0801
H: 0.230 5.598 -0.144  0.1305
H: 0.048 3.344 0.742  0.0973
H: -1.296 2.975 -0.269  0.1088
H: -0.917 2.922 2.625  0.0640
H: -2.501 2.496 2.008  0.0558
H: -2.337 3.591 3.317  0.0947
H: 1.254 3.779 -1.045  0.0489
H: 0.112 3.719 -2.217  0.0696
C: -3.546 -4.656 1.575  -0.0509
C: -3.304 -3.349 0.850  -0.4425
C: -3.866 -2.089 1.437  -0.1261
O: -3.661 -0.935 0.567  -0.2245
C: -4.175 0.228 1.058  -0.1593
N: -1.933 -2.995 0.636  0.0462
H: -3.096 -5.507 1.063  0.0943
H: -4.601 -4.917 1.662  0.0817
H: -3.268 -4.528 2.621  0.0741
H: -3.706 -3.636 -0.122  0.1424
H: -3.453 -1.904 2.429  0.1428
H: -4.953 -2.130 1.498  0.1308
H: -4.366 1.039 0.356  0.0793
H: -3.689 0.628 1.948  0.0895
H: -5.225 0.085 1.314  0.0909
H: -2.200 -2.180 0.102  0.0451
H: -1.515 -3.662 0.003  0.0841
C: 1.576 -0.577 5.651  -0.7138
O: 2.554 -0.849 4.948  0.0153
N: 0.400 -0.209 5.257  0.1684
N: 1.543 -0.388 6.962  0.1566
H: -0.414 -0.202 5.856  0.1309
H: 0.509 -0.194 4.253  0.0913
H: 0.739 -0.003 7.437  0.1073
H: 2.358 -0.539 7.540  0.1156
C: 0.217 0.326 0.515  -0.7048
O: 0.510 0.305 1.672  0.0355
N: -0.991 0.148 -0.068  0.1835
N: 1.083 0.443 -0.512  0.1932
H: -1.812 0.099 0.518  0.0726
H: -0.940 -0.319 -0.962  0.0400
H: 0.791 0.472 -1.478  0.0515
H: 2.023 0.600 -0.178  0.0743
C: 4.044 2.567 -0.281  -0.7630
O: 3.392 2.414 0.700  0.0356
N: 4.681 1.660 -1.048  0.1823
N: 4.143 3.706 -0.833  0.1762
H: 4.658 0.697 -0.746  0.0598
H: 5.174 1.902 -1.895  0.1059
H: 3.529 4.434 -0.496  0.1187
H: 4.684 3.937 -1.654  0.1238
C: 1.560 -4.313 -0.665  -0.7476
O: 0.734 -5.125 -0.248  0.0131
N: 2.657 -4.696 -1.251  0.1687
N: 1.507 -2.958 -0.558  0.1839
H: 3.268 -3.997 -1.648  0.1049
H: 2.877 -5.675 -1.368  0.1252
H: 0.666 -2.422 -0.399  0.0809
H: 2.407 -2.501 -0.572  0.0710
C: 1.517 3.797 3.777  -0.8404
O: 1.158 4.381 4.771  0.0351
N: 1.362 2.520 3.688  0.1658
N: 2.149 4.163 2.756  0.1920
H: 1.009 1.989 4.472  0.1003
H: 1.686 2.043 2.859  0.0692
H: 2.497 3.338 2.287  0.0638
H: 2.279 5.053 2.298  0.1300
C: 3.951 -0.821 1.701  -0.7599
O: 4.165 -0.787 0.503  -0.0189
N: 3.752 0.179 2.522  0.1999
N: 3.781 -1.945 2.339  0.1860
H: 3.784 1.078 2.061  0.0736
H: 3.435 -0.123 3.432  0.0677
H: 3.787 -2.782 1.774  0.1095
H: 3.139 -1.930 3.119  0.0686
C: -4.681 0.339 -3.468  -0.8420
O: -4.761 -0.569 -4.236  0.0684
N: -3.938 0.374 -2.395  0.1772
N: -5.326 1.424 -3.652  0.1759
H: -3.491 -0.482 -2.098  0.1041
H: -4.156 1.118 -1.748  0.1041
H: -5.723 1.575 -4.569  0.1283
H: -5.648 2.058 -2.935  0.1218
C: 3.204 -0.535 -4.462  -0.7764
O: 2.843 0.071 -5.426  0.0512
N: 4.437 -0.835 -4.084  0.1603
N: 2.395 -0.862 -3.513  0.1867
H: 5.247 -0.704 -4.673  0.1143
H: 4.599 -1.466 -3.312  0.1014
H: 1.408 -0.657 -3.570  0.0677
H: 2.806 -1.177 -2.646  0.0950
C: -0.550 0.982 -4.152  -0.7005
O: -0.015 0.464 -3.138  -0.0591
N: 0.190 1.197 -5.161  0.2086
N: -1.815 1.387 -4.213  0.2048
H: -0.172 1.804 -5.882  0.1318
H: 0.984 0.582 -5.053  0.0800
H: -2.524 1.271 -3.503  0.0650
H: -2.105 1.678 -5.136  0.1111
C: -1.205 -2.443 -3.196  -0.6521
O: -1.381 -1.713 -2.186  -0.0415
N: -1.842 -2.275 -4.311  0.1982
N: -0.380 -3.537 -3.213  0.1828
H: -2.600 -1.617 -4.423  0.0944
H: -1.628 -2.920 -5.058  0.1162
H: -0.210 -3.915 -4.134  0.1045
H: -0.007 -3.841 -2.325  0.0673
C: 0.294 -3.369 3.371  -0.7428
O: 1.289 -3.443 4.118  -0.0037
N: -0.088 -2.331 2.677  0.1705
N: -0.507 -4.349 3.079  0.1698
H: -0.807 -2.542 2.001  0.0362
H: 0.525 -1.538 2.552  0.0636
H: -1.254 -4.244 2.407  0.0535
H: -0.402 -5.226 3.570  0.1213

---

No. 2
Here is C2H2N2OS as an isolated structure in a non-equilibrium geometry from OMol25. Energies are from ωB97M-V/def2-TZVPD.

Computed properties:
HOMO energy = -8.7 eV
relative energy (zero: lowest compared OMol25 entry of this formula, charge and spin) = 137.6 kJ/mol
HOMO-LUMO gap = 8.69 eV

Each line ends with the Löwdin charge.
Atoms and positions in Å:
C: -0.632 0.139 -0.951  -0.2759
C: 0.548 -0.350 1.049  -0.4924
N: -1.005 1.286 -0.529  -0.4172
N: 0.191 -0.650 -0.117  0.0608
O: 1.281 -0.632 1.922  0.1151
S: -0.525 1.747 0.982  0.7391
H: -0.715 -0.181 -1.895  0.0775
H: 0.857 -1.360 -0.461  0.1930

---

No. 3
Here is C12H26N6O6RuS as an isolated structure in a non-equilibrium geometry from OMol25. Energies are from ωB97M-V/def2-TZVPD.

Computed properties:
HOMO energy (spin up / spin down) = -9.8 / -11.8 eV
relative energy (zero: lowest compared OMol25 entry of this formula, charge and spin) = 0.0 kJ/mol
spin multiplicity = 6
total charge = +1
HOMO-LUMO gap (spin up / spin down) = 6.42 / 5.79 eV

Each line ends with the Löwdin spin population.
Atoms and positions in Å:
O: -1.587 1.559 -3.648  0.1503
H: -1.386 2.178 -4.373  0.0028
Ru: -0.055 -0.035 -0.715  1.1012
N: -2.019 0.146 -1.007  0.0786
N: -0.374 1.678 0.285  0.2080
N: 0.345 -1.861 -1.373  0.4409
N: 1.758 -0.312 0.047  0.4851
O: -2.816 -0.761 -1.358  0.3559
O: -0.485 -2.683 -2.064  0.2049
O: 2.448 0.551 0.853  0.2039
O: 0.469 2.298 1.044  0.3201
C: -1.591 2.241 0.012  -0.0306
C: -2.492 1.399 -0.680  0.1215
C: 1.524 -2.380 -0.976  0.1564
C: 2.330 -1.507 -0.191  0.2617
C: -3.867 1.687 -1.151  0.0177
H: -3.910 1.617 -2.245  0.0062
H: -4.177 2.685 -0.849  -0.0001
H: -4.573 0.960 -0.737  0.0062
C: -1.833 3.661 0.373  -0.0115
H: -1.161 4.324 -0.187  -0.0031
H: -1.672 3.819 1.443  -0.0024
H: -2.864 3.931 0.133  0.0001
C: 1.854 -3.800 -1.270  0.0156
C: 3.644 -1.887 0.398  0.0341
H: 1.227 -4.176 -2.084  0.0000
H: 1.696 -4.440 -0.390  0.0074
H: 2.911 -3.884 -1.546  0.0033
H: 3.933 -1.178 1.179  0.0003
H: 4.430 -1.903 -0.371  0.0143
H: 3.589 -2.897 0.825  0.0074
H: -0.941 -2.060 -2.758  0.0045
H: 1.788 1.324 0.988  -0.0008
C: 0.477 0.948 -2.308  0.5882
H: -0.698 1.469 -3.101  0.0662
H: 0.973 0.344 -3.085  0.0461
H: 0.991 1.913 -2.152  0.0429
O: -1.498 -1.092 -3.809  0.0049
H: -1.587 -0.085 -3.838  0.0011
H: -1.341 -1.399 -4.716  0.0001
S: -0.895 -1.327 1.360  0.0688
C: -0.078 -0.693 2.728  0.0102
N: -0.524 0.306 3.511  0.0058
C: 0.366 0.600 4.620  0.0009
C: 1.558 -0.330 4.352  0.0004
N: 1.118 -1.097 3.201  0.0029
H: -1.437 0.720 3.369  0.0002
H: -0.112 0.369 5.582  0.0002
H: 0.652 1.658 4.607  0.0002
H: 1.778 -0.987 5.203  0.0000
H: 2.464 0.237 4.099  0.0000
H: 1.650 -1.846 2.771  0.0011

---

No. 4
Here is C3H2F3NO5S2Sr as an isolated structure in a non-equilibrium geometry from OMol25. Energies are from ωB97M-V/def2-TZVPD.

Computed properties:
HOMO energy = -7.9 eV
HOMO-LUMO gap = 5.89 eV

Each line ends with the Löwdin charge.
Atoms and positions in Å:
C: 0.810 0.721 -2.590  -0.2201
C: 0.349 1.770 -3.285  -0.3012
O: -0.061 2.759 -3.707  0.2150
Sr: -1.004 -1.000 -1.909  1.5004
H: 1.501 0.128 -3.208  0.0531
N: 1.051 -0.044 0.765  -0.3986
S: 0.988 -1.762 0.171  0.4569
O: 2.378 -1.935 -0.336  -0.5008
O: 0.630 -2.845 1.120  -0.4701
S: -0.353 0.527 1.198  0.5757
O: -1.299 0.203 0.051  -0.6464
O: -0.272 1.939 1.549  -0.3040
C: -1.362 -0.203 2.584  -0.7091
F: -1.922 -1.332 2.188  0.1368
F: -0.564 -0.409 3.616  0.1596
F: -2.332 0.630 2.923  0.1577
H: 1.462 0.854 -1.130  0.2953